# 1
{
  "formula": "C41H36BrGe2N2O2S4SbTi",
  "method": "wB97M-V/def2-TZVPD",
  "total_charge": -2,
  "energy_ev": -306252.26446,
  "homo_energy_ev": -2.29,
  "orbital_gap_ha": 0.2189,
  "symbols": ["Ti", "S", "C", "C", "C", "C", "C", "C", "N", "C", "C", "C", "C", "C", "C", "C", "H", "H", "H", "H", "H", "H", "H", "H", "S", "Sb", "S", "S", "C", "Ge", "C", "C", "Ge", "C", "C", "C", "C", "C", "C", "C", "C", "C", "C", "C", "C", "H", "H", "H", "H", "H", "H", "H", "H", "H", "H", "H", "H", "H", "H", "H", "H", "H", "H", "H", "Br", "C", "C", "C", "C", "C", "C", "C", "O", "O", "H", "H", "H", "H", "N", "C", "C", "C", "C", "C", "C", "H", "H", "H", "H", "H"],
  "xyz": [[0.2653, -0.2891, 0.1194], [1.6748, 4.6638, -0.2409], [1.7256, 4.6978, -1.9663], [2.4953, 5.4856, -2.8202], [2.3625, 5.2971, -4.1819], [1.4771, 4.3380, -4.6902], [0.7173, 3.5556, -3.8460], [0.8437, 3.7302, -2.4677], [0.1536, 3.0018, -1.5130], [0.4807, 3.3686, -0.3270], [-0.0910, 2.8655, 0.9445], [-0.5326, 3.8577, 1.8286], [-1.0941, 3.5306, 3.0499], [-1.1875, 2.1925, 3.3983], [-0.7407, 1.2191, 2.5180], [-0.2010, 1.4991, 1.2524], [3.1933, 6.2130, -2.4252], [2.9692, 5.8788, -4.8643], [1.4098, 4.1912, -5.7611], [0.0480, 2.7921, -4.2207], [-0.4462, 4.8979, 1.5356], [-1.4521, 4.3090, 3.7132], [-1.6182, 1.8990, 4.3493], [-0.8245, 0.1878, 2.8224], [2.0214, -5.2876, -0.9665], [1.6845, -3.1470, -1.6637], [-1.4063, -0.1631, -1.4632], [2.7080, -2.8968, -3.6739], [1.4147, -3.3405, 3.9437], [0.0826, -2.7270, 2.6283], [-0.5389, -4.2503, 1.6002], [-1.3595, -2.0544, 3.7929], [-2.2903, -1.0903, 0.3610], [-3.2463, -2.7287, -0.2051], [-3.8233, -3.5465, 0.7735], [-4.4779, -4.7248, 0.4420], [-4.5514, -5.1250, -0.8859], [-3.9628, -4.3410, -1.8674], [-3.3199, -3.1562, -1.5288], [-3.7589, 0.1388, 0.9115], [-3.6341, 1.5045, 0.6396], [-4.5815, 2.4182, 1.0800], [-5.6824, 1.9888, 1.8108], [-5.8290, 0.6362, 2.0834], [-4.8780, -0.2745, 1.6356], [2.1227, -4.0468, 3.5125], [0.8875, -3.8292, 4.7674], [1.9767, -2.4936, 4.3419], [-1.0546, -4.9574, 2.2563], [0.3072, -4.7507, 1.1254], [-1.2267, -3.9537, 0.8110], [-1.7686, -2.9315, 4.3030], [-2.1642, -1.5562, 3.2536], [-0.9664, -1.3744, 4.5515], [-3.7294, -3.2760, 1.8212], [-4.9123, -5.3417, 1.2209], [-5.0472, -6.0518, -1.1497], [-3.9947, -4.6576, -2.9036], [-2.8557, -2.5534, -2.3018], [-2.7836, 1.8550, 0.0660], [-4.4541, 3.4714, 0.8556], [-6.4215, 2.7011, 2.1597], [-6.6895, 0.2861, 2.6436], [-5.0243, -1.3271, 1.8479], [5.3075, 3.1549, -5.4638], [3.9548, 2.0519, -4.6873], [3.1195, 1.3294, -5.5270], [2.1306, 0.5418, -4.9633], [1.9783, 0.4808, -3.5849], [2.8302, 1.2030, -2.7652], [3.8299, 2.0013, -3.3165], [2.6980, 1.1715, -1.2678], [3.4109, 1.8427, -0.5549], [1.7412, 0.3917, -0.8167], [3.2502, 1.3798, -6.5997], [1.4880, -0.0538, -5.5978], [1.2058, -0.1346, -3.1486], [4.4783, 2.5635, -2.6592], [0.9032, -1.4224, 1.5630], [2.3123, -1.3130, 1.7350], [3.1524, -2.4062, 1.4849], [4.5271, -2.2874, 1.6048], [5.0985, -1.0766, 1.9778], [4.2758, 0.0111, 2.2297], [2.8979, -0.1055, 2.1195], [2.7171, -3.3507, 1.1771], [5.1525, -3.1440, 1.3824], [6.1749, -0.9780, 2.0511], [4.7054, 0.9706, 2.4911], [2.2592, 0.7507, 2.2988]]
}

***

# 2
{
  "formula": "C41H36N2OP2PdS2",
  "method": "wB97M-V/def2-TZVPD",
  "energy_ev": -91855.82683,
  "homo_energy_ev": -7.44,
  "orbital_gap_ha": 0.2160,
  "symbols": ["Pd", "C", "C", "N", "N", "C", "S", "S", "C", "C", "C", "C", "C", "C", "C", "C", "C", "C", "C", "C", "C", "O", "H", "H", "H", "H", "H", "H", "H", "H", "H", "H", "H", "H", "H", "H", "C", "P", "C", "C", "C", "C", "C", "C", "C", "C", "C", "C", "C", "C", "P", "C", "C", "C", "C", "C", "C", "C", "C", "C", "C", "C", "C", "H", "H", "H", "H", "H", "H", "H", "H", "H", "H", "H", "H", "H", "H", "H", "H", "H", "H", "H", "H", "H", "H"],
  "xyz": [[0.0817, -0.1774, -0.5478], [-0.7497, 4.3093, -0.7268], [-0.9089, 2.8974, -0.2236], [0.1269, 2.0977, -0.2829], [1.2820, 2.6290, -0.6868], [2.2693, 1.9258, -1.0899], [2.3534, 0.2242, -1.2621], [3.6573, 2.8692, -1.6776], [3.3629, 2.4871, -3.4622], [2.0639, 3.0523, -3.9292], [0.8730, 2.3504, -3.7676], [-0.3262, 2.8969, -4.1872], [-0.3539, 4.1428, -4.7893], [0.8238, 4.8510, -4.9540], [2.0215, 4.3117, -4.5171], [-2.1720, 2.5024, 0.3400], [-3.1571, 3.4773, 0.5872], [-4.3810, 3.1791, 1.1308], [-4.7022, 1.8510, 1.4232], [-3.7722, 0.8705, 1.2360], [-2.4681, 1.1459, 0.7281], [-1.6398, 0.1788, 0.6751], [0.1682, 4.3844, -1.3061], [-0.6747, 4.9911, 0.1174], [-1.5937, 4.5954, -1.3485], [3.3898, 1.4010, -3.5298], [4.2129, 2.9299, -3.9744], [0.8731, 1.3608, -3.3171], [-1.2428, 2.3417, -4.0440], [-1.2912, 4.5602, -5.1279], [0.8085, 5.8233, -5.4240], [2.9411, 4.8675, -4.6365], [-2.9408, 4.5125, 0.3842], [-5.0864, 3.9689, 1.3373], [-5.6792, 1.6119, 1.8154], [-3.9835, -0.1627, 1.4697], [0.0705, -4.6752, -0.2982], [-0.2923, -2.8767, -0.0293], [1.3070, -2.3102, 0.7103], [2.5819, -2.7482, 0.3676], [3.6952, -2.1877, 0.9699], [3.5543, -1.1961, 1.9260], [2.2910, -0.7673, 2.2965], [1.1679, -1.3105, 1.6908], [-0.0714, -2.2586, -1.7688], [0.9664, -2.6003, -2.6399], [1.0198, -2.0609, -3.9134], [0.0567, -1.1563, -4.3400], [-0.9945, -0.8138, -3.5023], [-1.0766, -1.3691, -2.2246], [0.1414, -5.3640, 1.4286], [-1.6391, -5.1222, 1.8108], [-2.6392, -5.8018, 1.1234], [-3.9697, -5.5458, 1.3952], [-4.3125, -4.6121, 2.3604], [-3.3207, -3.9457, 3.0589], [-1.9876, -4.1977, 2.7871], [0.1074, -7.1619, 1.0757], [0.5617, -7.7294, -0.1078], [0.5615, -9.1052, -0.2672], [0.1223, -9.9258, 0.7571], [-0.3179, -9.3678, 1.9466], [-0.3172, -7.9962, 2.1072], [1.0224, -4.8273, -0.8107], [-0.7441, -5.1253, -0.8741], [2.7270, -3.5216, -0.3718], [4.6816, -2.5249, 0.6849], [4.4314, -0.7647, 2.3858], [2.1776, -0.0224, 3.0691], [0.1670, -1.0222, 2.0193], [1.7330, -3.2963, -2.3335], [1.8235, -2.3477, -4.5775], [0.1162, -0.7354, -5.3333], [-1.7735, -0.1489, -3.8503], [-1.9906, -1.2615, -1.6358], [-2.3758, -6.5365, 0.3747], [-4.7417, -6.0737, 0.8530], [-5.3539, -4.4101, 2.5674], [-3.5889, -3.2266, 3.8186], [-1.2075, -3.6780, 3.3274], [0.9165, -7.1052, -0.9159], [0.9071, -9.5365, -1.1954], [0.1270, -10.9982, 0.6288], [-0.6583, -10.0067, 2.7477], [-0.6549, -7.5561, 3.0365]]
}

***

# 3
{
  "formula": "C41H37AuBN9",
  "method": "wB97M-V/def2-TZVPD",
  "total_charge": 2,
  "energy_ev": -60885.12538,
  "homo_energy_ev": -13.28,
  "orbital_gap_ha": 0.2109,
  "symbols": ["Au", "C", "C", "C", "C", "N", "N", "B", "N", "N", "C", "C", "C", "C", "C", "C", "C", "C", "C", "C", "N", "N", "C", "C", "C", "C", "C", "C", "C", "C", "C", "C", "C", "C", "C", "C", "C", "C", "H", "H", "H", "H", "H", "H", "H", "H", "H", "H", "H", "H", "H", "H", "H", "H", "H", "H", "H", "H", "H", "H", "H", "H", "H", "H", "H", "H", "C", "C", "C", "C", "C", "C", "N", "N", "C", "C", "C", "C", "C", "N", "H", "H", "H", "H", "H", "H", "H", "H", "H"],
  "xyz": [[0.2224, -0.3518, 0.0037], [1.0655, 5.0412, 1.0489], [0.9508, 3.9316, 0.0554], [0.6566, 3.9886, -1.2932], [0.6921, 2.6634, -1.7458], [0.9848, 1.8527, -0.7365], [1.1265, 2.6304, 0.3732], [1.4552, 1.9703, 1.7207], [0.1427, 1.3973, 2.3512], [-0.4403, 0.2952, 1.8097], [-1.5006, -0.0643, 2.5512], [-1.5545, 0.8062, 3.6343], [-0.5042, 1.7000, 3.4856], [-0.1026, 2.8327, 4.3690], [-2.4228, -1.1751, 2.2439], [-3.7281, -1.0978, 2.7241], [-4.6297, -2.1234, 2.4879], [-4.2413, -3.2429, 1.7662], [-2.9446, -3.3303, 1.2816], [-2.0425, -2.3042, 1.5223], [2.3972, 0.7442, 1.5308], [2.0096, -0.4198, 0.9318], [3.0005, -1.3189, 1.0480], [4.0706, -0.6973, 1.6746], [3.6547, 0.5911, 1.9760], [4.4033, 1.6638, 2.6911], [2.8957, -2.7293, 0.6411], [3.9595, -3.3334, -0.0230], [3.8794, -4.6686, -0.3935], [2.7426, -5.4094, -0.0927], [1.6892, -4.8145, 0.5893], [1.7694, -3.4798, 0.9597], [0.4788, 2.1403, -3.1112], [-0.3162, 2.8294, -4.0179], [-0.5068, 2.3385, -5.3026], [0.0979, 1.1543, -5.6963], [0.9061, 0.4672, -4.8011], [1.0970, 0.9621, -3.5181], [0.9886, 5.9974, 0.5374], [2.0192, 5.0115, 1.5753], [0.2703, 4.9956, 1.7947], [0.4773, 4.8794, -1.8728], [1.9478, 2.7566, 2.4670], [-2.2628, 0.7824, 4.4451], [-0.8154, 2.9266, 5.1845], [-0.0764, 3.7742, 3.8216], [0.8868, 2.6687, 4.7960], [-4.0512, -0.2194, 3.2687], [-5.6389, -2.0480, 2.8701], [-4.9428, -4.0480, 1.5922], [-2.6294, -4.2092, 0.7332], [-1.0233, -2.4104, 1.1743], [5.0092, -1.1543, 1.9405], [5.3925, 1.2957, 2.9519], [3.8929, 1.9585, 3.6074], [4.5174, 2.5506, 2.0679], [4.8410, -2.7525, -0.2697], [4.7097, -5.1337, -0.9081], [2.6919, -6.4563, -0.3620], [0.8170, -5.3981, 0.8548], [0.9749, -3.0330, 1.5438], [-0.8056, 3.7475, -3.7156], [-1.1265, 2.8859, -6.0004], [-0.0405, 0.7826, -6.7030], [1.4156, -0.4354, -5.1184], [1.7860, 0.4771, -2.8364], [-4.7367, 2.2840, 0.0859], [-3.4206, 2.6628, 0.3114], [-2.3894, 1.7887, 0.0230], [-2.6967, 0.5340, -0.5000], [-4.0161, 0.1508, -0.7519], [-5.0317, 1.0285, -0.4444], [-1.6303, -0.3378, -0.8643], [-1.8521, -1.1978, -1.7246], [-0.7232, -1.9023, -2.1743], [-0.8692, -2.7760, -3.2198], [0.2746, -3.3689, -3.7501], [1.5058, -3.0357, -3.2279], [1.5764, -2.1455, -2.1619], [0.4805, -1.6202, -1.6277], [-5.5403, 2.9717, 0.3149], [-3.1949, 3.6456, 0.7029], [-1.3652, 2.1018, 0.1515], [-4.2294, -0.8298, -1.1541], [-6.0587, 0.7393, -0.6190], [-1.8593, -2.9560, -3.6149], [0.1959, -4.0654, -4.5740], [2.4205, -3.4489, -3.6292], [2.5205, -1.8545, -1.7308]]
}

***

What are the F_max values for these records? In order: 0.52; 3.81; 0.79 eV/A.